Entry 1:
ORCA calculation (ωB97M-V/def2-TZVPD) on the molecule C5H9N.

The geometry in XYZ format:
```
15
C5H9N (ωB97M-V/def2-TZVPD)
C -0.556 -2.098 0.375
C -0.188 -1.048 -0.707
C 0.151 0.396 -0.150
C -0.230 1.981 -0.219
C 0.940 2.440 0.548
N 1.921 2.485 1.164
H -1.521 -1.938 0.867
H -0.600 -3.096 -0.077
H 0.192 -2.201 1.176
H -0.853 -1.185 -1.571
H 0.788 -1.379 -1.080
H 0.131 0.281 0.926
H 1.203 0.505 -0.386
H -1.124 2.338 0.307
H -0.255 2.519 -1.174
```

HOMO level = -11.36 eV
LUMO level = 0.8 eV
SMILES = CCCCC#N
Charge = 0
E_tot = -250.6060 Ha
Relative energy (zero: lowest compared OMol25 entry of this formula, charge and spin) = 159.90 kJ/mol
Spin multiplicity = 1
Kohn-Sham gap = 12.156 eV



Entry 2:
ORCA calculation (ωB97M-V/def2-TZVPD) on the molecule C3H7N2P.

The geometry in XYZ format:
```
13
C3H7N2P (ωB97M-V/def2-TZVPD)
C -1.702 -0.656 0.002
C -1.554 0.842 0.274
C 2.158 -0.573 0.069
N -0.820 -1.492 -0.049
N 0.954 0.051 0.512
P 0.183 1.309 -0.077
H -2.759 -0.908 -0.113
H -2.253 1.441 -0.317
H -1.780 0.995 1.334
H 1.930 -1.317 -0.697
H 2.876 0.129 -0.359
H 2.620 -1.080 0.920
H 0.148 1.261 -1.499
```

HOMO level (spin up / spin down) = -8.94 / -8.13 eV
LUMO level (spin up / spin down) = -0.5 / -0.1 eV
Charge = 0
E_tot = -569.2394 Ha
Relative energy (zero: lowest compared OMol25 entry of this formula, charge and spin) = 136.82 kJ/mol
Spin multiplicity = 1
Kohn-Sham gap (spin up / spin down) = 8.454 / 8.012 eV



Entry 3:
ORCA calculation (ωB97M-V/def2-TZVPD) on the molecule C4H7ClS2.

The geometry in XYZ format:
```
14
C4H7ClS2 (ωB97M-V/def2-TZVPD)
C -0.113 1.681 2.972
C -0.393 1.521 1.451
S 0.220 -0.128 1.057
C -0.537 -0.533 -0.447
S -1.808 0.328 -1.016
C 0.182 -1.528 -1.219
Cl 1.860 -0.870 -1.572
H 0.936 1.898 3.213
H -0.547 2.661 3.329
H -0.330 0.747 3.576
H -1.450 1.410 1.194
H 0.251 2.182 0.880
H 0.575 -2.363 -0.530
H -0.485 -1.806 -2.124
```

HOMO level = -8.92 eV
LUMO level = -0.7 eV
SMILES = CCSC(=S)CCl
Charge = 0
E_tot = -1413.1302 Ha
Relative energy (zero: lowest compared OMol25 entry of this formula, charge and spin) = 96.83 kJ/mol
Spin multiplicity = 1
Kohn-Sham gap = 8.243 eV



Entry 4:
ORCA calculation (ωB97M-V/def2-TZVPD) on a structure of composition C35H35KN10O4P.

The geometry in XYZ format:
```
86
C35H35KN10O4P (ωB97M-V/def2-TZVPD)
K 0.427 0.083 0.836
C -3.118 -1.771 6.056
C -3.013 -1.141 4.693
C -3.773 -1.602 3.617
C -3.636 -1.060 2.357
C -2.727 -0.018 2.073
N -2.479 0.419 0.794
C -3.540 0.740 0.021
C -4.747 1.295 0.522
C -5.777 1.702 -0.302
C -5.703 1.593 -1.690
C -6.807 2.081 -2.590
C -4.545 1.027 -2.205
C -3.510 0.600 -1.389
N -2.430 -0.094 -2.017
C -2.536 -1.254 -2.695
C -1.303 -1.523 -3.244
C -0.495 -0.452 -2.824
N -1.188 0.415 -2.099
C -2.010 0.464 3.185
C -2.141 -0.092 4.452
N -1.119 1.571 3.031
C -1.302 2.685 2.279
C -0.258 3.532 2.561
C 0.514 2.835 3.510
N -0.013 1.658 3.799
H -4.120 -2.167 6.231
H -2.899 -1.048 6.843
H -2.414 -2.600 6.170
H -4.477 -2.414 3.771
H -4.216 -1.453 1.530
H -4.851 1.401 1.596
H -6.669 2.128 0.147
H -7.732 2.221 -2.029
H -7.012 1.372 -3.395
H -6.560 3.038 -3.056
H -4.433 0.892 -3.276
H -3.474 -1.784 -2.723
H -1.020 -2.372 -3.843
H 0.555 -0.284 -3.006
H -1.542 0.322 5.253
H -2.138 2.761 1.606
H -0.068 4.500 2.130
H 1.443 3.128 3.971
O 3.062 -0.532 -2.931
C 2.721 -1.010 -1.831
O 1.828 -0.571 -1.059
C 3.392 -2.298 -1.334
P 3.096 -2.459 0.478
C 1.388 -3.118 0.628
C 0.451 -3.137 -0.403
C -0.876 -3.464 -0.148
C -1.287 -3.778 1.139
C -0.360 -3.774 2.174
C 0.961 -3.442 1.919
C 4.076 -3.990 0.809
C 5.268 -3.867 1.518
C 6.069 -4.976 1.764
C 5.680 -6.227 1.312
C 4.488 -6.365 0.611
C 3.695 -5.255 0.362
H 4.469 -2.255 -1.501
H 3.015 -3.152 -1.905
H 0.734 -2.842 -1.404
H -1.593 -3.432 -0.958
H -2.327 -3.999 1.341
H -0.675 -3.998 3.186
H 1.670 -3.403 2.739
H 5.565 -2.890 1.882
H 6.994 -4.861 2.317
H 6.299 -7.093 1.507
H 4.176 -7.341 0.259
H 2.761 -5.371 -0.177
N -0.236 3.172 -1.371
N 0.992 2.836 -1.962
C 2.073 2.410 -1.300
N 3.143 2.079 -2.068
N 1.935 2.372 0.025
N 2.947 1.821 0.749
O 2.596 1.250 1.772
O 4.128 1.942 0.432
H -0.041 3.468 -0.420
H -0.792 2.313 -1.337
H 1.090 3.048 -2.938
H 2.942 1.302 -2.713
H 3.952 1.862 -1.502
```

HOMO level = -3.97 eV
LUMO level = 2.3 eV
Charge = -1
E_tot = -3144.6023 Ha
Relative energy (zero: lowest compared OMol25 entry of this formula, charge and spin) = 7.57 kJ/mol
Spin multiplicity = 1
Kohn-Sham gap = 6.300 eV



Entry 5:
ORCA calculation (ωB97M-V/def2-TZVPD) on the molecule C27H32ClN5O4.

The geometry in XYZ format:
```
69
C27H32ClN5O4 (ωB97M-V/def2-TZVPD)
C 4.724 -4.431 -1.536
O 3.402 -4.570 -1.071
C 2.886 -3.602 -0.281
C 3.552 -2.450 0.125
C 2.932 -1.509 0.927
C 1.628 -1.710 1.354
N 0.948 -0.759 2.155
N -0.350 -0.657 1.896
C -1.116 0.168 2.538
C -2.542 0.180 2.092
O -3.318 1.096 2.332
N -2.904 -0.916 1.402
C -4.230 -1.081 0.849
C -4.364 -0.341 -0.496
O -4.491 -0.925 -1.551
N -4.312 0.994 -0.356
C -4.187 1.875 -1.499
C -2.838 1.698 -2.201
C -1.649 2.021 -1.278
N -0.351 1.574 -1.743
C -0.194 0.134 -1.683
C 1.245 -0.338 -1.889
C 1.717 -0.247 -3.340
C 2.286 1.120 -3.728
C 1.567 2.309 -3.088
C 0.044 2.167 -3.010
C -0.613 1.017 3.588
C -1.388 1.920 4.325
C -0.812 2.665 5.329
C 0.543 2.533 5.629
C 1.321 1.649 4.916
C 0.755 0.887 3.893
C 1.609 -0.048 3.160
O 2.787 -0.225 3.393
C 0.945 -2.860 0.965
C 1.566 -3.787 0.157
Cl 0.719 -5.206 -0.331
H 5.438 -4.395 -0.708
H 4.837 -3.537 -2.157
H 4.915 -5.316 -2.140
H 4.566 -2.269 -0.192
H 3.472 -0.626 1.221
H -2.172 -1.549 1.117
H -4.424 -2.142 0.693
H -4.951 -0.667 1.561
H -4.152 1.373 0.570
H -4.313 2.901 -1.149
H -4.987 1.634 -2.206
H -2.812 2.338 -3.084
H -2.773 0.661 -2.531
H -1.592 3.104 -1.127
H -1.815 1.560 -0.300
H -0.832 -0.388 -2.419
H -0.515 -0.180 -0.684
H 1.281 -1.385 -1.578
H 1.913 0.223 -1.236
H 0.877 -0.497 -3.992
H 2.488 -1.001 -3.515
H 2.242 1.213 -4.816
H 3.340 1.168 -3.443
H 1.817 3.205 -3.660
H 1.927 2.461 -2.070
H -0.332 1.601 -3.876
H -0.396 3.166 -3.049
H -2.435 2.025 4.092
H -1.417 3.360 5.892
H 0.980 3.123 6.420
H 2.372 1.520 5.124
H -0.066 -3.029 1.298
```

HOMO level = -8.13 eV
LUMO level = -0.4 eV
SMILES = COc1ccc(-n2nc(C(=O)NCC(=O)NCCCN3CCCCCC3)c3ccccc3c2=O)cc1Cl
Charge = 0
E_tot = -2083.0420 Ha
Relative energy (zero: lowest compared OMol25 entry of this formula, charge and spin) = 2.14 kJ/mol
Spin multiplicity = 1
Kohn-Sham gap = 7.736 eV



Values for largest force on an atom, eV Å⁻¹, ordered as above
1.3; 1.9; 2.8; 0.8; 1.1